[1]
Below is an isolated molecule of C5H8ClN3 at a distorted geometry, with properties calculated with wB97M-V/def2-TZVPD.

Last column: natural (NBO) charge in e.
Element x y z (Å)
1 C 0.326 2.078 -1.552  -0.17
2 C 1.667 1.975 -2.019  -0.12
3 C 0.248 -0.063 0.568  0.16
4 C -1.672 -0.809 -0.793  -0.44
5 C 1.013 -1.164 2.385  -0.42
6 N -0.617 1.171 -1.298  -0.12
7 N -0.553 0.075 -0.549  -0.25
8 N 0.159 -1.177 1.220  -0.57
9 Cl 2.465 3.408 -2.191  0.06
10 H -0.218 2.946 -1.837  0.21
11 H -1.334 -1.770 -1.053  0.20
12 H -2.265 -0.787 0.107  0.20
13 H -2.377 -0.374 -1.593  0.25
14 H 1.546 -0.231 2.081  0.26
15 H 0.264 -1.288 3.164  0.20
16 H 1.625 -1.973 2.343  0.18
17 H -0.277 -2.017 1.017  0.38

Output
**Kohn-Sham gap (spin up / spin down)**: 7.38 / 7.02 eV
**HOMO energy (spin up / spin down)**: -8.3 / -7.9 eV
**E_LUMO (spin up / spin down)**: -0.0324 / -0.0323 hartree
**ΔE to the lowest compared entry with this formula, charge and spin**: 697.8 kJ/mol
**Molecular weight**: 145.6 g mol⁻¹

---

[2]
Below is a structure of composition C3H7N2O2 at a distorted geometry, with properties calculated with wB97M-V/def2-TZVPD.

Last column: natural (NBO) charge in e.
Element x y z (Å)
1 C 0.993 1.943 -0.521  0.95
2 C -0.928 -1.985 0.427  -0.20
3 C -1.817 -1.255 1.405  -0.01
4 N 1.417 1.351 -1.671  -0.77
5 N -0.859 -0.605 0.941  -0.32
6 O 1.681 3.029 -0.118  -0.60
7 O 0.150 1.448 0.295  -0.68
8 H -0.081 -2.636 0.731  0.28
9 H -1.289 -2.112 -0.559  0.24
10 H -2.557 -1.392 2.256  0.29
11 H 2.249 1.354 -2.154  0.44
12 H 0.907 0.484 -1.850  0.40
13 H -0.406 0.459 0.558  0.47
14 H 1.245 3.316 0.637  0.51

Output
**Kohn-Sham gap (spin up / spin down)**: 8.46 / 7.27 eV
**HOMO energy (spin up / spin down)**: -11.5 / -15.8 eV
**Spin multiplicity**: 3
**E_LUMO (spin up / spin down)**: -0.1121 / -0.3122 hartree
**ΔE to the lowest compared entry with this formula, charge and spin**: 253.1 kJ/mol
**Molecular weight**: 103.1 g mol⁻¹
**Charge**: +1

---

[3]
Below is a cluster of 7 separate species, C42H53N7O2 in total at a distorted geometry, with properties calculated with wB97M-V/def2-TZVPD.

Last column: Mulliken charge in e.
Element x y z (Å)
1 C -2.279 3.377 3.193  -1.21
2 C -1.552 4.162 2.128  0.43
3 C -1.065 5.537 2.515  -1.25
4 C -1.368 3.671 0.832  -0.55
5 C -2.285 4.136 -0.310  -0.51
6 C -2.753 2.961 -1.173  -1.17
7 C -1.651 2.339 -2.097  0.88
8 C -0.471 3.280 -2.369  -1.82
9 C -1.235 0.952 -1.561  -1.32
10 C -0.368 0.122 -2.563  -0.63
11 C 1.056 -0.089 -2.099  0.59
12 C 1.820 0.894 -1.501  0.36
13 C 3.117 0.689 -1.096  -1.04
14 C 3.713 -0.548 -1.246  -0.77
15 C 2.980 -1.533 -1.824  -0.01
16 C 1.669 -1.310 -2.260  0.58
17 C 1.176 -2.594 -2.897  -0.07
18 O 0.298 -2.761 -3.704  -0.69
19 N 2.046 -3.626 -2.366  -0.20
20 C 3.324 -2.988 -2.141  0.03
21 O 4.415 -3.488 -2.191  -0.55
22 H -2.014 3.729 4.197  0.37
23 H -3.344 3.549 3.015  0.27
24 H -2.034 2.310 3.130  0.36
25 H -0.960 6.185 1.639  0.39
26 H -1.808 5.992 3.193  0.43
27 H -0.112 5.502 3.049  0.21
28 H -0.567 2.950 0.653  0.39
29 H -1.857 4.965 -0.894  0.31
30 H -3.173 4.553 0.175  0.53
31 H -3.556 3.322 -1.820  0.34
32 H -3.093 2.165 -0.504  0.43
33 H -2.128 2.153 -3.069  0.48
34 H 0.040 3.538 -1.435  0.23
35 H 0.275 2.742 -2.964  0.55
36 H -0.761 4.199 -2.880  0.41
37 H -0.775 0.999 -0.569  0.32
38 H -2.175 0.407 -1.416  0.46
39 H -0.867 -0.843 -2.650  0.34
40 H -0.406 0.625 -3.534  0.43
41 H 1.429 1.892 -1.353  0.24
42 H 3.653 1.524 -0.662  0.49
43 H 4.731 -0.723 -0.915  0.55
44 H 1.674 -3.804 -1.429  0.26
45 N -0.052 -6.059 -2.876  0.04
46 C -0.556 -6.440 -1.662  -0.35
47 C -1.670 -7.207 -1.890  -0.83
48 C -1.840 -7.295 -3.296  -0.54
49 C -0.824 -6.579 -3.876  -0.61
50 H 0.763 -5.485 -3.010  0.34
51 H -0.082 -6.134 -0.744  0.53
52 H -2.293 -7.655 -1.133  0.50
53 H -2.618 -7.824 -3.821  0.53
54 H -0.587 -6.395 -4.910  0.42
55 N 1.351 -1.841 -6.373  0.24
56 C 2.356 -0.970 -6.054  -0.21
57 C 2.839 -0.436 -7.220  -0.74
58 C 2.091 -1.004 -8.285  -0.42
59 C 1.180 -1.864 -7.729  -0.61
60 H 0.820 -2.379 -5.711  0.20
61 H 2.643 -0.806 -5.028  0.38
62 H 3.639 0.282 -7.301  0.41
63 H 2.207 -0.804 -9.337  0.39
64 H 0.428 -2.488 -8.181  0.39
65 N 2.100 -3.131 1.702  0.16
66 C 0.778 -3.482 1.617  -0.30
67 C 0.395 -3.977 2.834  -0.76
68 C 1.528 -3.917 3.689  -0.44
69 C 2.562 -3.389 2.963  -0.55
70 H 2.645 -2.743 0.953  0.17
71 H 0.225 -3.351 0.700  0.52
72 H -0.587 -4.340 3.086  0.41
73 H 1.578 -4.226 4.720  0.39
74 H 3.582 -3.176 3.233  0.40
75 N -2.223 -10.525 -2.550  -0.01
76 C -2.727 -10.905 -1.338  -0.49
77 C -3.840 -11.672 -1.564  -0.45
78 C -4.011 -11.761 -2.971  -0.43
79 C -2.996 -11.046 -3.550  -0.50
80 H -1.410 -9.950 -2.685  0.29
81 H -2.253 -10.597 -0.421  0.40
82 H -4.462 -12.119 -0.806  0.41
83 H -4.788 -12.290 -3.497  0.40
84 H -2.759 -10.862 -4.584  0.39
85 N 2.098 6.242 5.175  0.10
86 C 3.401 5.847 5.037  -0.53
87 C 4.161 6.967 4.830  -0.43
88 C 3.284 8.085 4.848  -0.72
89 C 2.020 7.606 5.065  -0.43
90 H 1.320 5.628 5.332  0.22
91 H 3.672 4.807 5.097  0.42
92 H 5.227 6.985 4.683  0.39
93 H 3.551 9.120 4.718  0.42
94 H 1.075 8.116 5.147  0.55
95 N -0.666 8.146 7.381  0.13
96 C -1.683 8.778 6.718  -0.25
97 C -2.579 9.226 7.650  -0.60
98 C -2.082 8.854 8.928  -0.45
99 C -0.900 8.192 8.729  -0.50
100 H 0.129 7.715 6.947  0.19
101 H -1.681 8.854 5.643  0.36
102 H -3.490 9.762 7.441  0.39
103 H -2.539 9.051 9.883  0.39
104 H -0.209 7.750 9.426  0.36

Output
**Kohn-Sham gap**: 6.27 eV
**HOMO energy**: -7.2 eV
**SMILES**: CC(C)=CCC[C@@H](C)CCc1cccc2c1C(=O)NC2=O.c1cc[nH]c1.c1cc[nH]c1.c1cc[nH]c1.c1cc[nH]c1.c1cc[nH]c1.c1cc[nH]c1
**E_LUMO**: -0.0329 hartree
**Molecular weight**: 687.9 g mol⁻¹

---

[4]
Below is a cluster of 3 separate species, C32H66BN5O10P in total, with properties calculated with wB97M-V/def2-TZVPD.

Last column: Mulliken charge in e.
Element x y z (Å)
1 C 3.113 8.573 -2.557  -1.33
2 C 2.508 7.248 -2.092  -0.11
3 C 2.235 6.298 -3.254  -0.92
4 C 1.968 4.857 -2.826  -0.71
5 C 0.787 4.681 -1.872  0.69
6 C -0.552 5.086 -2.481  -0.80
7 C -1.744 4.834 -1.560  -0.68
8 C -2.106 3.355 -1.444  0.57
9 C -3.440 3.058 -0.746  -0.87
10 C -3.711 3.789 0.585  -0.88
11 C -3.775 2.844 1.779  -1.31
12 C -2.429 2.138 2.033  -0.02
13 C -2.473 0.637 1.784  -2.19
14 C -1.115 -0.059 1.870  2.92
15 C -0.648 -0.107 3.367  -1.56
16 N 0.630 0.546 3.634  -0.37
17 C -0.085 0.604 0.956  -1.15
18 C 1.077 -0.339 0.762  -1.80
19 O 2.108 0.201 0.029  0.17
20 C 3.415 -0.071 0.585  -0.80
21 C 4.520 0.611 -0.230  -0.23
22 C 4.005 1.850 -0.963  -1.49
23 C 5.232 -0.398 -1.152  0.92
24 C 4.243 -1.073 -2.123  -0.52
25 C 6.432 0.245 -1.870  -1.58
26 N 0.589 -1.577 0.052  0.61
27 P 0.489 -1.325 -1.807  0.19
28 N -1.049 -1.790 -2.279  -0.42
29 O 1.236 -2.722 -2.206  -0.54
30 C -0.499 -2.134 0.597  -1.10
31 N -0.826 -3.399 0.295  0.15
32 B -1.994 -4.195 0.819  0.49
33 O -2.812 -4.837 -0.040  -0.48
34 O -2.230 -4.286 2.141  -0.44
35 N -1.356 -1.462 1.407  0.12
36 H 2.920 9.380 -1.851  0.38
37 H 2.699 8.872 -3.522  0.33
38 H 4.194 8.492 -2.675  0.32
39 H 3.196 6.754 -1.398  0.25
40 H 1.584 7.447 -1.544  0.24
41 H 1.401 6.680 -3.851  0.32
42 H 3.106 6.306 -3.917  0.47
43 H 1.783 4.249 -3.717  0.38
44 H 2.870 4.463 -2.348  0.07
45 H 0.951 5.261 -0.957  0.18
46 H 0.750 3.628 -1.571  -0.45
47 H -0.525 6.152 -2.719  0.33
48 H -0.693 4.548 -3.425  0.32
49 H -1.492 5.233 -0.573  0.32
50 H -2.617 5.388 -1.916  0.31
51 H -1.292 2.813 -0.950  -0.77
52 H -2.168 2.946 -2.458  0.51
53 H -3.488 1.978 -0.570  0.30
54 H -4.249 3.275 -1.446  0.56
55 H -4.655 4.332 0.518  0.38
56 H -2.947 4.545 0.779  0.35
57 H -4.557 2.099 1.601  0.38
58 H -4.076 3.400 2.667  0.45
59 H -1.680 2.593 1.379  0.00
60 H -2.106 2.319 3.062  0.62
61 H -2.917 0.446 0.799  0.54
62 H -3.140 0.175 2.522  0.49
63 H -0.553 -1.154 3.655  0.42
64 H -1.460 0.306 3.974  0.38
65 H 0.983 0.258 4.539  0.26
66 H 0.521 1.554 3.678  0.22
67 H -0.524 0.849 -0.018  -0.02
68 H 0.268 1.533 1.393  0.94
69 H 1.430 -0.678 1.738  0.83
70 H 3.414 0.279 1.621  0.47
71 H 3.565 -1.157 0.590  0.16
72 H 5.257 0.961 0.498  0.43
73 H 4.837 2.486 -1.264  0.52
74 H 3.354 2.446 -0.323  0.45
75 H 3.446 1.597 -1.864  0.28
76 H 5.620 -1.188 -0.504  0.29
77 H 4.683 -1.205 -3.112  0.49
78 H 3.328 -0.492 -2.248  -0.04
79 H 3.965 -2.068 -1.770  -0.28
80 H 7.329 -0.364 -1.764  0.41
81 H 6.251 0.361 -2.939  0.32
82 H 6.669 1.229 -1.466  0.36
83 H -1.830 -1.220 -1.976  0.29
84 H -1.276 -2.776 -2.305  0.25
85 H 1.814 -2.970 -1.471  0.25
86 H -0.199 -3.835 -0.371  0.31
87 H -2.661 -4.603 -0.965  0.28
88 H -1.512 -4.005 2.721  0.30
89 H -2.316 -1.610 1.112  0.37
90 C 2.881 -7.164 1.576  -1.48
91 C 2.987 -5.663 1.515  0.58
92 C 3.037 -5.066 0.121  -0.22
93 O 3.799 -3.879 0.310  -0.15
94 C 4.619 -4.078 1.388  0.51
95 O 5.507 -3.356 1.688  -0.50
96 O 4.243 -5.198 2.044  -0.37
97 H 3.813 -7.616 1.239  0.36
98 H 2.680 -7.507 2.589  0.38
99 H 2.071 -7.507 0.930  0.37
100 H 2.199 -5.186 2.109  0.16
101 H 2.058 -4.801 -0.279  0.05
102 H 3.546 -5.726 -0.586  0.32
103 C -5.493 -4.738 1.827  -1.22
104 C -6.997 -4.742 1.925  0.41
105 C -7.642 -6.099 2.150  -0.47
106 O -8.891 -5.961 1.471  -0.33
107 C -8.743 -5.034 0.493  0.61
108 O -9.516 -4.832 -0.382  -0.51
109 O -7.572 -4.366 0.662  -0.35
110 H -5.186 -5.222 0.901  0.30
111 H -5.110 -3.717 1.830  0.21
112 H -5.047 -5.268 2.670  0.37
113 H -7.354 -4.024 2.669  0.30
114 H -7.820 -6.345 3.193  0.32
115 H -7.066 -6.896 1.671  0.32

Output
**Kohn-Sham gap**: 9.42 eV
**HOMO energy**: -12.5 eV
**E_LUMO**: -0.1126 hartree
**Molecular weight**: 722.7 g mol⁻¹
**Charge**: +1